No. 1
{
  "formula": "C23H25AlN2O",
  "method": "ωB97M-V/def2-TZVPD",
  "species": ["C", "C", "C", "H", "C", "C", "H", "C", "C", "C", "H", "C", "C", "H", "H", "H", "H", "H", "H", "Al", "C", "C", "C", "H", "H", "H", "H", "H", "H", "C", "C", "H", "H", "O", "N", "C", "H", "C", "C", "H", "C", "H", "C", "H", "C", "H", "C", "H", "H", "H", "N", "C"],
  "positions_angstrom": [[2.16922, 0.63906, 3.18043], [1.99036, -0.18020, 1.98770], [1.83733, 0.77409, 0.87631], [2.34237, -1.21572, 1.91378], [1.56645, 2.04032, 1.44256], [1.74048, 1.93856, 2.84909], [1.35996, 2.95859, 0.90518], [-1.60125, -2.58917, 3.36104], [-0.22476, -2.47083, 2.97347], [-0.23747, -2.29960, 1.51269], [0.66123, -2.79679, 3.54586], [-1.61046, -2.09997, 1.07911], [-2.43618, -2.38028, 2.22735], [2.06677, 0.52791, -0.16117], [1.72944, 2.77768, 3.52456], [2.61430, 0.24183, 4.10187], [-3.51922, -2.52505, 2.26474], [0.56593, -2.62720, 0.84424], [-1.91714, -2.93208, 4.35474], [-0.07624, -0.34713, 2.15312], [-1.88005, -1.51488, -0.30893], [-3.29796, -0.95802, -0.51207], [-1.55138, -2.58975, -1.33699], [-4.14711, -1.63625, -0.40841], [-3.34038, -0.65393, -1.55298], [-3.46155, -0.05880, 0.07820], [-2.09296, -3.53902, -1.23129], [-0.48173, -2.83066, -1.36914], [-1.84372, -2.21922, -2.31721], [-0.78321, -0.33259, -0.59343], [-1.32094, 1.07000, -0.38865], [-0.16149, -0.54464, -1.47799], [0.10177, -0.38531, 0.13229], [-1.64436, 1.35189, 0.80283], [-1.53779, 1.82963, -1.57325], [-0.41102, 2.63618, -2.16907], [-2.45039, 2.32116, -1.56295], [0.83736, 1.77750, -2.44986], [2.05678, 2.44133, -2.24371], [2.01860, 3.47711, -1.86119], [3.28817, 1.85838, -2.58693], [4.21518, 2.42292, -2.39547], [3.30408, 0.57305, -3.15540], [4.25232, 0.13547, -3.46730], [2.10657, -0.12481, -3.35673], [2.12292, -1.15341, -3.74153], [0.87025, 0.49277, -3.05501], [-0.06198, -0.02797, -3.32104], [-0.16212, 3.50007, -1.47888], [-0.61915, 3.14913, -3.15369], [-1.75602, 1.40414, 3.92222], [-1.18981, 0.69454, 3.19689]],
  "lowdin_charge": [-0.107, -0.236, -0.131, 0.116, -0.109, -0.132, 0.098, -0.095, -0.151, -0.187, 0.119, -0.193, -0.035, 0.102, 0.100, 0.113, 0.109, 0.141, 0.110, 0.397, -0.422, -0.026, -0.048, 0.094, 0.080, 0.082, 0.098, 0.088, 0.081, -0.059, -0.379, 0.083, 0.069, 0.034, 0.059, -0.118, 0.145, -0.224, -0.069, 0.118, -0.075, 0.111, -0.091, 0.102, -0.075, 0.108, -0.065, 0.116, 0.124, 0.138, 0.100, -0.208],
  "e_above_lowest_kj_mol": 182.1,
  "gap_ev": 8.1,
  "charge": 0
}

=====

No. 2
{
  "formula": "C2H8N2O",
  "method": "ωB97M-V/def2-TZVPD",
  "species": ["C", "C", "N", "O", "H", "H", "H", "H", "H", "N", "H", "H", "H"],
  "positions_angstrom": [[0.32192, 0.75114, -2.21047], [0.40129, 0.32728, -0.75909], [-0.50181, -0.61281, -0.37329], [1.18882, 0.83543, 0.01717], [-0.43566, 1.53158, -2.29911], [0.05740, -0.06723, -2.87775], [1.27810, 1.17149, -2.49954], [-0.99180, -1.14630, -1.06706], [-0.48568, -0.90745, 0.59993], [-0.31024, -0.57646, 2.61433], [-0.70940, -1.05926, 3.41181], [-0.51127, 0.40936, 2.74577], [0.69834, -0.65678, 2.69731]],
  "lowdin_charge": [-0.018, -0.608, 0.142, 0.019, 0.084, 0.070, 0.077, 0.091, 0.049, 0.015, 0.020, 0.030, 0.029],
  "smiles": "CC(N)=O.N",
  "e_above_lowest_kj_mol": 0.6,
  "gap_ev": 10.5,
  "charge": 0
}

=====

No. 3
{
  "formula": "C12H25B",
  "method": "ωB97M-V/def2-TZVPD",
  "species": ["B", "C", "C", "C", "C", "C", "C", "C", "C", "C", "C", "C", "C", "H", "H", "H", "H", "H", "H", "H", "H", "H", "H", "H", "H", "H", "H", "H", "H", "H", "H", "H", "H", "H", "H", "H", "H", "H"],
  "positions_angstrom": [[0.72612, 1.54504, -1.17190], [0.21375, 0.68270, -2.35264], [0.26956, -0.95166, -0.47851], [0.82958, 0.30398, 0.26480], [-0.46086, -0.59655, -1.81250], [-0.47875, -1.98999, 0.35369], [2.32409, 0.06123, 0.51339], [-0.27900, -1.74344, -2.81703], [-1.96360, -0.34087, -1.68499], [-1.30841, 1.29765, 1.23125], [0.86958, 2.16719, 1.97861], [0.14031, -0.04827, 2.74795], [0.13832, 0.88826, 1.52801], [1.10263, 2.64385, -1.18068], [-0.43290, 1.18139, -3.07716], [1.11222, 0.39272, -2.91325], [1.17098, -1.47432, -0.81785], [-1.38337, -1.60330, 0.80821], [0.17113, -2.36712, 1.13906], [-0.75288, -2.83289, -0.27750], [2.47388, -0.79520, 1.17345], [2.81321, 0.92310, 0.95651], [2.83117, -0.15171, -0.42589], [-0.80522, -2.63801, -2.49090], [0.77227, -1.99658, -2.94166], [-0.67839, -1.45913, -3.78914], [-2.46898, -1.17118, -1.19862], [-2.39717, -0.23105, -2.67936], [-2.16372, 0.57002, -1.13370], [-1.74492, 1.78294, 2.10338], [-1.92439, 0.43949, 0.98942], [-1.33222, 1.99987, 0.39968], [1.06643, 2.82403, 1.13847], [0.25186, 2.70904, 2.69431], [1.80843, 1.93623, 2.47459], [-0.11438, 0.52746, 3.63677], [1.12180, -0.48673, 2.90493], [-0.58989, -0.84432, 2.66050]],
  "lowdin_charge": [-0.106, -0.155, -0.252, -0.190, -0.521, -0.041, -0.034, -0.053, -0.043, -0.051, -0.058, -0.035, -0.529, 0.031, 0.109, 0.101, 0.130, 0.065, 0.082, 0.083, 0.099, 0.080, 0.094, 0.075, 0.084, 0.087, 0.080, 0.089, 0.066, 0.089, 0.067, 0.078, 0.071, 0.088, 0.080, 0.092, 0.082, 0.068],
  "s_squared": 2.004,
  "spin_multiplicity": 3,
  "gap_ev": [5.8, 7.5],
  "charge": 0
}

=====

No. 4
{
  "formula": "C5H10NO3",
  "method": "ωB97M-V/def2-TZVPD",
  "species": ["C", "C", "C", "O", "N", "H", "H", "H", "H", "H", "H", "H", "C", "C", "O", "O", "H", "H", "H"],
  "positions_angstrom": [[-0.22370, 0.94624, -1.02132], [0.70234, 0.18362, -1.98859], [-1.49255, 1.37876, -1.63015], [-1.57549, 1.86627, -2.74267], [-2.62411, 1.27167, -0.83522], [-0.23270, 0.42412, -0.06543], [0.35522, 1.83879, -0.78500], [1.61579, 0.75052, -2.07899], [-3.50635, 1.09365, -1.28802], [-2.50791, 0.69529, -0.01382], [0.20030, 0.01258, -2.93633], [0.91005, -0.75917, -1.51695], [0.77015, -1.17707, 2.92721], [1.79190, -1.63407, 1.79600], [1.69796, -0.95494, 0.73715], [2.40202, -2.69867, 1.98418], [1.29810, -0.68032, 3.74561], [0.29780, -2.06641, 3.31814], [0.12117, -0.49087, 2.39422]],
  "lowdin_charge": [-0.178, -0.080, -0.560, 0.030, 0.134, 0.088, 0.121, 0.069, 0.090, 0.086, 0.065, 0.046, -0.050, -0.770, -0.114, -0.094, 0.046, 0.042, 0.031],
  "e_above_lowest_kj_mol": 84.3,
  "gap_ev": 7.6,
  "charge": -1
}

=====

- Number 1 is which compound?
  C23H25AlN2O